Molecular formula: C46H42Br2F3FeGeN4O3S2
Method: DFT, ωB97M-V/def2-TZVPD

Summary:
* multiplicity: 5
* ⟨S²⟩: 6.028
* Kohn-Sham gap (alpha / beta): 5.6 / 5.6 eV
* total charge: -1
* largest force on an atom: 0.0538 Eh/bohr
* energy relative to the best compared isomer or geometry (same formula, charge and spin): 284.3 kJ/mol
* E_LUMO (alpha / beta): 0.723 / 0.720 eV

Each line ends with the Mulliken charge.
CARTESIAN COORDINATES (ANGSTROEM)
Fe  1.02988  -0.51371  0.22792  -1.1130
F  0.36786  -6.04308  2.08427  -0.2952
C  0.17242  -5.13215  1.07245  0.6330
F  -0.81796  -5.61324  0.26972  -0.2359
F  1.29217  -5.15550  0.27117  -0.2078
C  -0.11431  -3.75408  1.65787  -0.1972
C  -0.59779  -3.65872  2.95510  -0.3036
C  -0.70555  -2.40947  3.61999  -1.0709
C  -0.43326  -1.27356  2.90851  -0.2600
N  -0.02172  -1.37902  1.62345  0.4713
C  0.03708  -2.55752  0.92669  0.9007
S  0.27955  -2.34429  -0.79368  -0.3334
H  -0.76906  -4.56104  3.51280  0.4825
H  -1.09200  -2.37955  4.62882  0.4534
H  -0.53046  -0.28246  3.33579  0.5201
Br  -1.88160  2.80129  2.72926  -0.1130
C  -1.44194  3.16277  0.90527  -0.5970
Br  -0.28383  1.76135  0.07588  0.0876
H  -0.85702  4.08138  0.87283  0.4512
H  -2.32225  3.21750  0.30169  0.2015
C  4.61043  -1.42192  4.45835  -0.6999
C  5.44670  -0.18028  4.83511  -0.2923
C  5.05960  1.13753  4.16842  -1.0327
N  3.87482  1.76724  4.69296  0.0980
C  2.63528  1.60680  4.19777  -0.5696
S  2.29612  0.57184  2.93375  -0.0418
N  1.65156  2.35299  4.84437  0.1960
C  1.47105  2.69135  6.26470  0.0489
O  0.88220  3.73139  6.51731  -0.6106
C  1.90650  1.71634  7.29913  0.2683
C  2.47508  0.46175  7.05846  0.2531
C  2.97964  -0.29555  8.10537  -0.4325
C  2.87873  0.14473  9.47330  -0.6715
C  2.28919  1.39784  9.66654  -0.3203
C  1.82985  2.19451  8.60771  -0.7855
H  3.85830  -1.63127  5.23644  0.0831
H  5.21714  -2.29787  4.36583  0.4542
H  4.08466  -1.33870  3.47911  -0.0720
H  6.49343  -0.37891  4.55827  0.4495
H  5.47178  -0.06783  5.91110  0.2772
H  4.88526  1.00278  3.08278  0.3765
H  5.89875  1.83163  4.36215  0.3643
H  3.95670  2.23780  5.56560  0.3627
H  0.93280  2.77814  4.25395  0.1591
H  2.57741  0.08061  6.06189  0.5464
H  3.42853  -1.26768  7.85706  0.3692
H  3.23200  -0.44686  10.32667  0.3918
H  2.06956  1.75671  10.68822  0.3219
H  1.34576  3.16265  8.76972  0.4263
N  7.93788  0.35252  -1.64120  -0.5837
C  6.77734  0.22920  -1.52223  -0.0569
C  5.38898  -0.09420  -1.36848  0.5466
C  5.00606  -1.27890  -0.73234  -0.7803
C  3.69249  -1.45481  -0.32486  -0.1607
C  2.77298  -0.44071  -0.50377  0.8768
C  3.11001  0.69105  -1.32990  -0.2102
C  4.42300  0.86809  -1.74682  -0.7844
H  5.70037  -2.05822  -0.53666  0.4972
H  3.40172  -2.40279  0.15676  0.4228
H  2.37224  1.47714  -1.58984  0.3327
H  4.77549  1.69994  -2.33272  0.4617
O  -3.69245  -0.39624  -1.92957  -0.7685
C  -4.03594  0.24440  -0.81270  0.7042
O  -4.09948  -0.32864  0.25840  -0.7553
C  -4.23348  1.75833  -1.11049  -0.4871
C  -3.66842  2.16341  -2.47961  -1.0746
Ge  -3.42928  0.35810  -3.66035  2.4932
C  -3.26142  1.59951  -5.43759  -0.0885
C  -2.08319  2.05978  -6.01271  -0.3826
C  -2.07452  3.17249  -6.88252  -0.5958
C  -3.27759  3.71220  -7.34688  -0.5154
C  -4.46851  3.12444  -6.86601  -0.4508
C  -4.46915  2.08867  -5.95093  -0.4399
C  -4.84912  -0.77509  -4.53394  -0.1696
C  -4.76111  -1.09392  -5.88073  -0.3184
C  -5.58329  -2.07479  -6.43947  -0.6868
C  -6.45426  -2.84105  -5.64413  -0.5205
C  -6.55514  -2.49920  -4.28670  -0.5268
C  -5.77892  -1.47205  -3.75839  -0.3774
C  -1.67796  -0.49214  -4.08217  0.1471
C  -1.66711  -1.64540  -4.82200  -0.1601
C  -0.47445  -2.09300  -5.38473  -0.5820
C  0.74493  -1.44706  -5.17416  -0.9756
C  0.68888  -0.28746  -4.36837  -0.4886
C  -0.49554  0.16140  -3.79863  -0.5019
H  -3.76818  2.29117  -0.26125  -0.0473
H  -5.28638  1.98336  -1.03407  0.3656
H  -2.65740  2.60880  -2.46293  0.2877
H  -4.34625  2.86736  -2.97915  0.5262
H  -1.14799  1.56461  -5.76031  0.2856
H  -1.11628  3.51383  -7.31986  0.3133
H  -3.29449  4.56172  -8.03591  0.3469
H  -5.43428  3.41661  -7.26866  0.3456
H  -5.43740  1.76559  -5.53692  0.2340
H  -4.04448  -0.58662  -6.51642  0.4413
H  -5.54747  -2.28462  -7.49519  0.3789
H  -7.11540  -3.59689  -6.11569  0.3136
H  -7.27664  -2.97138  -3.63721  0.3741
H  -5.90533  -1.20079  -2.71532  0.2526
H  -2.58794  -2.21846  -4.94427  0.4443
H  -0.55741  -2.98956  -6.02462  0.3001
H  1.68976  -1.79852  -5.58925  0.3881
H  1.55110  0.28138  -4.16278  0.5507
H  -0.46860  0.94274  -3.09160  0.4667